[1]
A 2-piece molecular cluster, C6H15N2O overall. Source: OMol25; level of theory: the ωB97M-V functional and the def2-TZVPD basis.

CARTESIAN COORDINATES (ANGSTROEM)
C: -1.91903 -0.50913 -0.01749
C: 0.49153 1.32817 -1.38066
C: 0.31541 1.57608 1.17311
C: 1.35798 -1.47465 -0.90239
C: 1.10699 -1.07166 1.41956
C: 0.78025 0.78403 0.00836
N: -2.71365 0.58092 -0.03167
N: 1.25645 -0.43607 0.09740
O: -2.53068 -1.65029 -0.48234
H: 1.46853 1.69637 -1.91091
H: 0.30337 0.59745 -2.12059
H: -0.21252 2.16865 -1.51759
H: -0.04106 2.48687 0.70737
H: -0.64938 1.23571 1.63431
H: 1.15353 1.58828 1.84411
H: 0.53730 -1.48486 -1.58818
H: 2.15311 -1.18774 -1.48978
H: 1.62400 -2.38502 -0.48494
H: 0.25194 -1.63617 1.60563
H: 1.88101 -1.87097 1.42763
H: 1.30719 -0.25867 2.11977
H: -2.34889 1.47279 0.37174
H: -3.65061 0.70916 -0.40345
H: -1.92276 -2.25926 -0.07901

Atoms 1-2, force components in eV/Å:
C -1.3 0.6 0.1
C 2.8 1.5 -0.8

Values from the calculation:
- Strongest force on any atom: 3.9 eV Å⁻¹
- Total charge: +1
- Relative energy (zero: lowest compared OMol25 entry of this formula, charge and spin): 2.745 eV
- Kohn-Sham gap: 8.7552 eV



[2]
A 2-piece molecular cluster, C6H15N2PS2 overall. Source: OMol25; level of theory: the ωB97M-V functional and the def2-TZVPD basis.

CARTESIAN COORDINATES (ANGSTROEM)
C: 2.91132 0.43739 0.11115
C: 2.10863 -0.91768 0.19658
C: 2.13991 1.66362 0.62670
C: 0.69877 -0.75053 -0.36242
C: 0.61436 1.68946 0.42530
C: -0.08636 0.32308 0.43823
N: -2.67843 -1.94665 -2.75457
N: -2.37989 0.13545 2.40433
P: -3.08194 0.23928 1.02861
S: -4.94099 0.53913 0.64837
S: -1.69429 0.45001 -0.53937
H: 3.81328 0.31521 0.62099
H: 3.27824 0.59655 -0.97334
H: 2.64750 -1.64767 -0.28928
H: 2.08573 -1.28158 1.20583
H: 2.28487 1.90705 1.62974
H: 2.54779 2.47586 -0.00909
H: 0.63919 -0.49001 -1.54797
H: 0.24937 -1.64951 -0.20473
H: 0.12617 2.30146 1.10851
H: 0.41288 2.25970 -0.50108
H: -0.26169 0.06774 1.48159
H: -3.09271 -1.82082 -1.83860
H: -3.18593 -0.12109 2.93465
H: -3.36442 -2.41239 -3.30984
H: -1.79135 -2.36309 -2.53030

Atoms 1-2, force components in eV/Å:
C -1.4 -0.9 -1.8
C -0.2 3.2 0.0

Values from the calculation:
- Strongest force on any atom: 3.3 eV Å⁻¹
- Relative energy (zero: lowest compared OMol25 entry of this formula, charge and spin): 1.632 eV
- Kohn-Sham gap: 9.3413 eV



[3]
An isolated ion of composition C6H15N2Si and charge +1. Source: OMol25; level of theory: the ωB97M-V functional and the def2-TZVPD basis.

CARTESIAN COORDINATES (ANGSTROEM)
C: 0.34726 2.51843 1.92703
C: 0.98086 1.34660 1.11699
C: 0.99754 -0.00925 1.80277
Si: 1.36140 -1.23224 0.42414
N: 0.04814 -0.99460 -0.72843
C: 0.27202 -0.96823 -2.02853
N: -0.79593 -0.73913 -2.73203
C: -1.99923 -0.73390 -1.89120
C: -1.34954 -0.83590 -0.48993
H: -0.75188 2.38335 2.14335
H: 0.31736 3.48976 1.36925
H: 0.91698 2.73458 2.79281
H: 0.21556 1.24956 0.24425
H: 1.99487 1.54810 0.68341
H: 0.11332 -0.22412 2.42432
H: 1.71782 -0.14317 2.64077
H: 2.51383 -1.45373 -0.48373
H: 0.92913 -2.55092 0.90559
H: 1.25536 -1.19774 -2.54080
H: -0.81746 -0.87195 -3.71070
H: -2.68204 -1.59123 -2.05138
H: -2.58486 0.07607 -2.09015
H: -1.28625 -0.04770 0.16158
H: -1.71427 -1.75266 0.11064

Atoms 1-2, force components in eV/Å:
C -0.7 0.6 -1.4
C -1.9 1.0 -1.1

Values from the calculation:
- Strongest force on any atom: 3.7 eV Å⁻¹
- Total charge: +1
- Relative energy (zero: lowest compared OMol25 entry of this formula, charge and spin): 0.661 eV
- Kohn-Sham gap: 10.6251 eV
- SMILES: CCC[SiH2]N1C=[NH+]CC1



[4]
A 3-piece molecular cluster, C6H15N3 overall. Source: OMol25; level of theory: the ωB97M-V functional and the def2-TZVPD basis.

CARTESIAN COORDINATES (ANGSTROEM)
C: -0.67099 -0.71144 1.91367
C: 0.57743 1.05882 -2.56774
C: -0.63665 0.46021 2.83375
C: 0.31253 -1.80946 2.13638
C: -0.35939 0.65522 -3.65200
N: 0.10717 0.81297 -0.20628
C: -0.35872 -0.31937 -0.45391
N: 1.37376 1.07943 0.30120
N: -0.99967 -1.25834 -0.92971
H: -1.66188 -1.03109 1.60939
H: 1.79574 0.27599 0.75802
H: 1.28607 1.84246 0.96011
H: -0.93945 -1.34520 -1.94112
H: 1.52979 0.54461 -2.50291
H: 0.61655 2.10879 -2.30847
H: 0.27617 -2.55222 1.33730
H: 0.37660 0.86478 2.94477
H: -0.94739 0.18255 3.85645
H: -1.29777 1.26254 2.50056
H: 0.11756 -2.34756 3.08151
H: 1.34012 -1.43180 2.22425
H: -1.39693 0.91955 -3.42089
H: -0.31254 -0.41719 -3.86579
H: -0.12812 1.15576 -4.60854

Atoms 1-2, force components in eV/Å:
C -0.3 -0.5 0.8
C 0.5 0.4 -1.2

Values from the calculation:
- Strongest force on any atom: 1.4 eV Å⁻¹
- Relative energy (zero: lowest compared OMol25 entry of this formula, charge and spin): 6.508 eV
- Kohn-Sham gap (alpha / beta): 8.1270 / 7.7365 eV



| no. | molar mass (u) |
| --- | --- |
| 1 | 131.2 |
| 2 | 210.3 |
| 3 | 143.3 |
| 4 | 129.2 |